Here is a 6-piece molecular cluster, C27H52O9 overall in a non-equilibrium geometry from OMol25. Energies are from the ωB97M-V functional and the def2-TZVPD basis.

Geometry as ORCA input:
```
! wB97M-V def2-TZVPD RIJCOSX def2/J DEFGRID3
* xyz 0 1
C 8.4909 1.4058 0.7402
C 6.9497 1.4947 0.8657
C 6.4026 2.0532 -0.4367
O 5.0298 1.8148 -0.7190
C 4.1754 1.6787 0.3785
C 2.7682 1.7512 -0.1368
C 1.6985 1.5910 0.9619
O 1.0278 0.3880 0.6425
C 1.8670 -0.2911 -0.2140
O 2.0324 -1.4916 -0.2439
O 2.5023 0.6183 -0.9850
H 8.9813 1.6917 1.6576
H 8.8344 2.0676 -0.0468
H 8.7686 0.3997 0.4607
H 6.5873 0.4949 1.0491
H 6.7360 2.1485 1.7015
H 6.9547 1.5875 -1.2417
H 6.6358 3.1164 -0.4869
H 4.2886 0.6993 0.8420
H 4.3182 2.4636 1.1185
H 2.6010 2.6265 -0.7457
H 2.1185 1.5323 1.9601
H 1.0241 2.4353 0.9239
C -3.2603 -0.6006 1.4196
C -3.8296 0.1351 0.2127
C -4.0913 1.5191 0.7869
O -3.1004 1.7271 1.7973
C -2.4363 0.4897 2.0850
H -2.6624 -1.4742 1.1595
H -4.0723 -0.9241 2.0763
H -3.0801 0.1944 -0.5802
H -4.7239 -0.3291 -0.2004
H -5.0802 1.5762 1.2522
H -4.0145 2.3106 0.0409
H -1.4302 0.5234 1.6550
H -2.3505 0.3764 3.1666
C 0.0379 -3.6288 2.8199
C -0.7046 -4.4808 3.8440
C -2.1107 -4.5031 3.2626
O -1.9675 -4.4224 1.8419
C -0.6160 -4.0688 1.5206
H 1.1158 -3.7802 2.8176
H -0.1573 -2.5688 3.0003
H -0.2903 -5.4912 3.8666
H -0.6725 -4.0778 4.8551
H -2.6924 -3.6376 3.6005
H -2.6611 -5.4081 3.5213
H -0.1249 -4.9555 1.1060
H -0.6130 -3.2839 0.7633
C 5.8267 3.3130 -5.2312
C 6.2262 1.9851 -5.8688
C 7.3717 1.5441 -4.9691
O 7.0860 2.0628 -3.6674
C 6.0150 3.0112 -3.7511
H 4.8114 3.6252 -5.4695
H 6.5107 4.1038 -5.5481
H 5.3997 1.2745 -5.8031
H 6.5205 2.0696 -6.9136
H 8.3267 1.9591 -5.3094
H 7.4690 0.4600 -4.9054
H 5.1179 2.5581 -3.3185
H 6.2715 3.8958 -3.1663
C -2.7645 -3.8507 -3.4406
C -1.9941 -2.9217 -2.5072
C -1.9881 -1.6225 -3.2969
O -3.1970 -1.6079 -4.0592
C -3.8053 -2.9017 -4.0220
H -3.2095 -4.7081 -2.9388
H -2.1058 -4.2206 -4.2295
H -2.5446 -2.7924 -1.5717
H -0.9917 -3.2718 -2.2647
H -1.1406 -1.5776 -3.9894
H -1.9546 -0.7413 -2.6542
H -4.6941 -2.8514 -3.3837
H -4.1188 -3.1765 -5.0295
C -6.9404 1.6685 3.3799
C -7.7963 2.2371 4.5083
C -9.1995 2.0808 3.9370
O -9.1652 0.9254 3.0968
C -7.8113 0.5238 2.8806
H -5.9522 1.3395 3.6988
H -6.8126 2.4162 2.5942
H -7.6841 1.6276 5.4078
H -7.5574 3.2679 4.7641
H -9.4791 2.9480 3.3289
H -9.9595 1.9390 4.7059
H -7.6234 -0.3941 3.4487
H -7.6676 0.3088 1.8207
*
```

Its energy relative to the best compared isomer or geometry (same formula, charge and spin) is 37.4 kcal/mol. For the HOMO-LUMO gap, the calculation gives 0.363 Eh. The maximum force comes out at 2.3 eV Å⁻¹.



Here is C27H53BI2NO12S2 as an isolated structure from OMol25. Energies are from the ωB97M-V functional and the def2-TZVPD basis.

Geometry as ORCA input:
```
! wB97M-V def2-TZVPD RIJCOSX def2/J DEFGRID3
* xyz -1 1
C -2.6286 -1.5360 5.5003
C -3.1518 -0.6881 4.3708
I -1.9105 0.9453 3.9464
C -4.3008 -0.8927 3.7333
I -5.0528 0.3790 2.2698
S -5.3761 -2.3026 4.0907
O -4.5176 -3.4467 4.2803
O -6.3001 -2.4004 2.9740
N -6.0028 -1.7192 5.4317
S -7.3850 -2.3586 5.9572
O -7.6092 -3.7160 5.4769
O -7.4798 -2.1429 7.3860
B -8.7030 -1.3059 5.1082
O -8.8579 -1.3304 3.7621
O -9.4998 -0.4995 5.8757
H -2.8844 -2.5819 5.3441
H -3.0704 -1.2070 6.4450
H -1.5453 -1.4425 5.5797
H -8.3009 -2.0103 3.3467
H -9.8435 0.2388 5.3585
C -1.2684 -2.4812 -0.8132
C -0.6851 -1.0759 -0.9570
C -1.8039 -0.2203 -0.3739
O -2.4344 -1.0179 0.6213
C -1.9980 -2.3710 0.5209
H -0.5166 -3.2704 -0.8173
H -1.9786 -2.6817 -1.6190
H 0.2201 -0.9818 -0.3550
H -0.4358 -0.8052 -1.9827
H -2.5441 0.0438 -1.1395
H -1.4432 0.7005 0.0879
H -1.3257 -2.5900 1.3589
H -2.8660 -3.0262 0.5989
C -12.2141 -4.4844 4.7923
C -12.2114 -2.9597 4.8606
C -12.8610 -2.5932 3.5347
O -13.7810 -3.6497 3.2308
C -13.5446 -4.7564 4.1020
H -12.1368 -4.9655 5.7658
H -11.3839 -4.8323 4.1751
H -12.8296 -2.6186 5.6945
H -11.2203 -2.5297 4.9747
H -12.1157 -2.5304 2.7357
H -13.4087 -1.6503 3.5710
H -14.3628 -4.8155 4.8302
H -13.5428 -5.6742 3.5115
C 5.0479 -1.3042 0.6730
C 4.1430 -2.3689 1.2924
C 2.7624 -1.7593 1.0818
O 2.8461 -0.9926 -0.1223
C 4.2099 -0.8486 -0.5139
H 6.0283 -1.6746 0.3774
H 5.1931 -0.4787 1.3732
H 4.2320 -3.3062 0.7386
H 4.3557 -2.5709 2.3409
H 2.4911 -1.0941 1.9079
H 1.9754 -2.5064 0.9706
H 4.3932 -1.4759 -1.3941
H 4.3890 0.1907 -0.7902
C 6.8742 2.5572 -2.9122
C 6.1656 3.3887 -1.8415
C 6.5239 2.6195 -0.5785
O 7.8103 2.0359 -0.8057
C 8.1492 2.1471 -2.1894
H 7.0722 3.1019 -3.8333
H 6.2840 1.6754 -3.1642
H 6.5845 4.3967 -1.8042
H 5.0937 3.4801 -1.9917
H 5.8051 1.8157 -0.3886
H 6.5717 3.2497 0.3106
H 8.9305 2.9091 -2.3022
H 8.5453 1.1928 -2.5362
C 3.0263 5.9685 -4.9538
C 2.3249 6.8245 -3.9003
C 2.6634 6.0706 -2.6205
O 3.9449 5.4744 -2.8363
C 4.2946 5.5563 -4.2172
H 3.2340 6.4976 -5.8828
H 2.4217 5.0901 -5.1881
H 2.7603 7.8259 -3.8779
H 1.2520 6.9226 -4.0576
H 1.9333 5.2794 -2.4221
H 2.7189 6.7161 -1.7436
H 5.0853 6.3054 -4.3401
H 4.6835 4.5890 -4.5400
C 9.1770 -0.6307 -6.5962
C 9.7364 0.7816 -6.7594
C 8.5845 1.6286 -6.2329
O 7.9373 0.8447 -5.2313
C 8.4063 -0.5032 -5.2885
H 9.9422 -1.4045 -6.5585
H 8.4954 -0.8633 -7.4171
H 10.6200 0.9109 -6.1308
H 10.0072 1.0317 -7.7841
H 7.8645 1.8566 -7.0266
H 8.9144 2.5683 -5.7864
H 9.0566 -0.6896 -4.4263
H 7.5509 -1.1765 -5.2263
*
```

For the HOMO-LUMO gap, the calculation gives 0.279 Eh. The maximum force comes out at 0.8 eV Å⁻¹.



Here is C27H53ClGdN3O4Si2 as an isolated structure in a non-equilibrium geometry from OMol25. Energies are from the ωB97M-V functional and the def2-TZVPD basis.

Geometry as ORCA input:
```
! wB97M-V def2-TZVPD RIJCOSX def2/J DEFGRID3
* xyz 0 8
O 1.3920 0.0331 -3.0371
C 0.2123 0.3995 -3.3825
C 0.0628 1.7474 -4.0149
C 0.8288 2.7780 -3.5278
H 1.3674 2.6434 -2.5816
C 0.9172 3.9677 -4.2454
H 1.5301 4.7646 -3.8625
C 0.2266 4.0932 -5.4609
H 0.3210 5.0126 -6.0379
C -0.5636 3.0546 -5.9361
H -1.1095 3.1400 -6.8719
C -0.6409 1.8573 -5.2148
H -1.2606 1.0242 -5.5518
H -0.2399 -0.3703 -4.0592
C -1.8571 -1.2424 -2.1168
C -1.3285 0.1788 -2.1342
H -2.7304 -1.3647 -2.7819
H -2.3097 -1.5001 -1.1109
H -1.0852 -1.9883 -2.3705
C -2.1322 1.2630 -1.9940
C -3.6307 1.1384 -2.1118
H -1.7280 2.2861 -1.9656
H -4.0028 1.3919 -3.1243
H -4.1380 1.7823 -1.3814
H -3.9609 0.1067 -1.8810
Gd -0.9395 -0.0296 0.1097
Cl -2.5646 1.9074 0.7611
C -1.7073 -0.0067 3.1055
O -0.9246 -0.5324 2.2519
N -1.4669 -0.1503 4.3892
C -0.6252 -1.2529 4.8722
C -2.3118 0.5184 5.3563
H -2.5899 0.5729 2.8017
H -0.0930 -1.7540 4.0518
H -1.2599 -1.9747 5.4088
H 0.0927 -0.8494 5.5984
H -2.7856 1.3734 4.8666
H -1.6933 0.8474 6.1929
H -3.0759 -0.1743 5.7214
H 5.0136 1.2351 -1.9122
H 4.4127 2.9056 -0.1789
C 3.9469 1.4097 -2.1171
C 3.6477 2.2448 0.2277
N 3.1580 1.4149 -0.8717
H 3.5496 0.6393 -2.7869
C 2.3451 0.4017 -0.5882
O 1.2867 0.4978 0.1141
H 4.0970 1.6382 1.0276
H 2.6085 -0.5878 -1.0025
H 3.8429 2.3894 -2.6062
H 2.8138 2.8170 0.6499
H -0.0454 -5.5743 0.6414
H 2.1302 -5.6087 -1.0853
C -0.5009 -5.0210 -0.1926
C 1.4799 -4.9640 -1.6887
N 0.5210 -4.2278 -0.8733
H -1.2766 -4.3464 0.1778
C 0.6414 -2.9139 -0.7247
O -0.1294 -2.2148 0.0179
H 2.1049 -4.2591 -2.2403
H 1.4366 -2.4378 -1.3146
H -0.9199 -5.7357 -0.9130
H 0.9738 -5.6145 -2.4097
C 2.3294 0.4788 3.3854
Si 1.8454 2.2981 3.5582
C 1.0307 2.5747 5.2365
C 3.4208 3.3431 3.5275
C 0.6660 2.7278 2.1947
Si 0.1709 4.3416 1.4286
C 1.4025 5.7125 1.8728
C 0.1651 4.1843 -0.4586
C -1.5211 4.8975 2.0526
H 2.9558 0.1607 4.2333
H 2.9013 0.2873 2.4689
H 1.4464 -0.1729 3.3497
H 1.6478 3.2345 5.8642
H 0.0548 3.0593 5.0994
H 0.8793 1.6421 5.7976
H 4.1578 2.9836 2.7969
H 3.2240 4.4001 3.3088
H 3.9003 3.2942 4.5164
H -0.1671 2.0106 2.1110
H 2.3907 5.5437 1.4208
H 1.0272 6.6785 1.5006
H 1.5376 5.8037 2.9599
H -0.3819 3.2930 -0.7920
H -0.3244 5.0553 -0.9225
H 1.1827 4.1298 -0.8708
H -2.3259 4.2598 1.6594
H -1.5671 4.8390 3.1498
H -1.7314 5.9373 1.7591
*
```

For the HOMO-LUMO gap (spin up / spin down), the calculation gives 0.134 / 0.234 Eh. The maximum force comes out at 3.4 eV Å⁻¹.



Here is a 8-piece molecular cluster, C27H53ClNO7 overall in a non-equilibrium geometry from OMol25. Energies are from the ωB97M-V functional and the def2-TZVPD basis.

Geometry as ORCA input:
```
! wB97M-V def2-TZVPD RIJCOSX def2/J DEFGRID3
* xyz 1 1
C -5.5111 0.4529 0.1296
C -4.2141 0.7701 -0.3755
C -2.6252 0.8937 -0.8829
N -2.5723 0.6914 -2.3811
C -1.6731 -0.4324 -2.8468
C -0.0534 -0.0729 -2.7193
C 0.6013 -0.8753 -1.4414
Cl 0.8663 -0.6169 -4.2672
H -6.4003 -0.1629 0.6342
H -2.1541 1.9028 -0.5041
H -2.0375 -0.0251 -0.4003
H -3.5606 0.4422 -2.6874
H -2.2928 1.5488 -2.9274
H -1.8173 -1.4409 -2.2301
H -1.8726 -0.5715 -4.0012
H 0.1099 1.1064 -2.6670
H 1.7243 -0.4990 -1.3386
H 0.0523 -0.6518 -0.4138
H 0.6053 -2.0263 -1.6590
C -2.5732 -3.5624 -6.6125
C -3.5814 -2.5727 -6.0929
O -3.2626 -1.6990 -5.2882
C -4.9950 -2.6934 -6.5962
H -1.5962 -3.3547 -6.1632
H -2.8745 -4.5772 -6.3407
H -2.4861 -3.4689 -7.6978
H -5.4043 -3.6694 -6.3237
H -5.0158 -2.5612 -7.6809
H -5.6117 -1.9139 -6.1362
C -1.2660 4.5363 1.1063
C -0.4588 3.3431 1.5428
O -0.1811 2.4381 0.7576
C -0.0044 3.3000 2.9773
H -1.5242 4.4319 0.0471
H -2.1898 4.5928 1.6876
H -0.6789 5.4491 1.2349
H -0.8719 3.3012 3.6420
H 0.6388 4.1577 3.1892
H 0.5675 2.3819 3.1493
C 2.2764 9.2611 0.7319
C 2.0252 7.8777 1.2695
O 1.6584 7.7004 2.4300
C 2.2403 6.7195 0.3323
H 2.0810 9.9972 1.5190
H 3.3190 9.3539 0.4173
H 1.6062 9.4607 -0.1078
H 3.2813 6.6990 -0.0001
H 1.5685 6.8059 -0.5254
H 2.0212 5.7832 0.8563
C 1.2512 2.8996 -5.7499
C 1.6118 3.7376 -6.9472
O 0.8815 4.6494 -7.3318
C 2.9006 3.4168 -7.6559
H 0.2960 3.2444 -5.3400
H 1.1470 1.8529 -6.0467
H 2.0198 3.0021 -4.9797
H 2.8698 2.3932 -8.0377
H 3.7426 3.5423 -6.9706
H 3.0307 4.1020 -8.5002
C 0.4383 -1.0736 2.8254
C 0.7860 -2.5261 2.6370
O 0.6842 -3.0698 1.5385
C 1.2630 -3.2876 3.8447
H 0.1095 -0.6523 1.8695
H -0.3755 -0.9772 3.5486
H 1.3181 -0.5223 3.1665
H 0.4860 -3.2898 4.6133
H 2.1795 -2.8348 4.2313
H 1.4769 -4.3232 3.5595
C 4.1132 -6.7230 2.4130
C 4.1550 -6.2024 3.8247
O 3.1221 -5.9817 4.4549
C 5.5096 -5.9622 4.4358
H 3.0702 -6.8487 2.1033
H 4.5944 -6.0094 1.7394
H 4.6131 -7.6933 2.3599
H 6.0531 -5.2147 3.8524
H 6.0719 -6.8986 4.4728
H 5.3856 -5.5872 5.4572
C -2.9553 -2.6117 7.5245
C -1.5976 -3.1321 7.1349
O -0.6503 -2.3698 6.9504
C -1.4439 -4.6216 6.9798
H -2.9175 -1.5197 7.5995
H -3.6904 -2.8847 6.7632
H -3.2445 -3.0192 8.4964
H -2.1115 -4.9842 6.1942
H -1.6658 -5.1187 7.9275
H -0.4114 -4.8522 6.6964
*
```

For the HOMO-LUMO gap, the calculation gives 0.299 Eh. The maximum force comes out at 10.4 eV Å⁻¹.



Here is a 6-piece molecular cluster, C27H53F6O16 overall in a non-equilibrium geometry from OMol25. Energies are from the ωB97M-V functional and the def2-TZVPD basis.

Geometry as ORCA input:
```
! wB97M-V def2-TZVPD RIJCOSX def2/J DEFGRID3
* xyz -1 1
O 1.3430 -0.0782 0.1197
C 0.7163 -1.2586 -0.3764
O 1.2657 -1.7685 -1.3779
O -0.2432 -1.7607 0.2103
H 1.8673 -0.2461 -0.7162
C 1.3979 -4.7325 0.4239
O 0.1693 -4.8720 1.1780
C 0.4135 -4.9288 2.5436
C -0.8871 -5.4385 3.2443
O -2.0690 -4.7283 2.9100
C -2.3605 -3.7391 3.8704
C -3.6407 -2.8777 3.7172
O -3.6284 -2.2712 2.4328
C -4.6008 -1.2411 2.2543
H 2.2081 -5.3003 0.8924
H 1.7452 -3.6981 0.3861
H 1.0779 -5.0592 -0.5619
H 0.7488 -3.9625 2.9407
H 1.1777 -5.6885 2.7663
H -0.7224 -5.5979 4.3167
H -1.1102 -6.4512 2.8965
H -1.5478 -3.0158 3.9847
H -2.5513 -4.1686 4.8654
H -3.5254 -2.1347 4.5138
H -4.5718 -3.4433 3.8086
H -4.7858 -0.9662 1.2210
H -4.3448 -0.3870 2.8918
H -5.5645 -1.5176 2.7064
C -1.0061 -6.6116 -2.3040
O -0.9148 -5.1727 -2.3348
C -0.8497 -4.7184 -3.6705
C -0.9744 -3.2003 -3.6592
O -2.1453 -2.8296 -3.0149
C -2.7096 -1.5818 -3.3974
C -3.8251 -1.2786 -2.4071
O -3.3705 -1.0782 -1.0993
C -2.8244 0.2113 -0.9164
H -1.2787 -7.0251 -3.2744
H -1.7546 -6.9037 -1.5676
H -0.0254 -6.9377 -1.9510
H -1.6182 -5.1660 -4.3090
H 0.1461 -4.9632 -4.0661
H -0.9866 -2.9310 -4.7348
H -0.0300 -2.7107 -3.3962
H -3.1444 -1.7934 -4.3864
H -1.9318 -0.8305 -3.5609
H -4.4845 -2.1435 -2.5159
H -4.4646 -0.4416 -2.7187
H -2.7349 0.4065 0.1538
H -3.5797 0.9478 -1.2078
H -1.8060 0.3527 -1.2795
C -2.5915 4.4902 -1.6635
O -2.2006 3.2971 -1.0348
C -0.8147 3.0677 -0.8715
C 0.0915 3.2341 -2.0982
O 0.2314 4.5905 -2.5614
C 1.1411 5.3116 -1.7733
C 2.6150 5.0814 -2.0670
O 3.0780 5.4472 -3.3816
C 2.8135 6.7828 -3.7135
H -2.4434 5.2725 -0.9058
H -3.6751 4.4989 -1.7966
H -2.0980 4.6571 -2.6183
H -0.4585 2.1309 -0.4405
H -0.4089 3.7640 -0.1226
H -0.4084 2.7541 -2.9452
H 1.0464 2.7192 -1.9881
H 1.1224 5.2324 -0.6790
H 0.8866 6.3538 -1.9917
H 2.8198 4.0119 -2.0540
H 3.2421 5.6579 -1.3823
H 2.9082 7.4644 -2.8608
H 1.7952 6.9840 -4.0759
H 3.4213 7.0791 -4.5682
C -1.5529 0.0927 2.7365
C -1.3668 1.4961 2.2602
O -1.0382 2.3963 3.3076
C 0.1431 3.0261 3.2974
O 0.9036 3.0504 2.3746
C 0.3808 3.7901 4.5953
F 1.2398 3.0841 5.3374
F 0.9516 4.9504 4.2885
F -0.7125 4.0063 5.3524
H -2.2341 -0.0463 3.5773
H -0.6039 -0.2821 3.1405
H -1.7123 -0.6246 1.9304
H -2.2120 1.7845 1.6272
H -0.5831 1.5292 1.5006
C 4.4712 -0.7333 0.2596
C 4.1866 0.7557 0.2927
O 5.4302 1.4161 0.6326
C 5.5893 2.6989 0.4108
O 4.7082 3.4414 0.0639
C 7.0201 3.2262 0.6332
F 7.2740 4.2260 -0.2010
F 7.1868 3.6123 1.9039
F 7.9425 2.2814 0.3812
H 3.9312 -1.2476 1.0595
H 5.4872 -0.9232 0.6103
H 4.1813 -1.2378 -0.6582
H 3.4641 0.9778 1.0759
H 3.7475 1.1021 -0.6409
*
```

Its energy relative to the best compared isomer or geometry (same formula, charge and spin) is 0.0 kcal/mol. For the HOMO-LUMO gap, the calculation gives 0.277 Eh. The maximum force comes out at 3.8 eV Å⁻¹.



no.,calculated total energy (Eh)
1,-1737.027974
2,-3434.874962
3,-3330.481900
4,-2101.721786
5,-2863.459192